DFT (ωB97M-V with the def2-TZVPD basis set) results for one molecule with the formula CH6P2S at a distorted geometry.

Cartesian coordinates (Å):
1 S -0.25 -0.25 -0.53
2 P 1.42 -1.43 0.26
3 P -2.11 -0.82 0.21
4 C -0.04 1.32 0.47
5 H 2.31 -0.34 -0.22
6 H 0.89 1.86 -0.02
7 H -1.04 1.74 0.33
8 H 0.29 1.08 1.58
9 H 1.12 -2.07 -0.97
10 H -2.60 -1.08 -1.12

The HOMO-LUMO gap is 7.209 eV. The highest occupied orbital energy comes out at -7.161 eV. The relative energy (zero: lowest compared OMol25 entry of this formula, charge and spin) is 2.055 eV. The calculated total energy is -30544.343 eV. Its SMILES is [H]/P=S(/C)#[PH2]. The net charge is 0.

Mulliken population analysis, charges in e, atoms 1 to 4: atom 1 (S): -0.04, atom 2 (P): -0.03, atom 3 (P): -0.19, atom 4 (C): -0.85